Entry from OMol25: 12 unconnected molecules or ions with the total composition C67H163BF4N8O17 in a non-equilibrium geometry (ωB97M-V/def2-TZVPD).

```
260
Properties=species:S:1:pos:R:3:mulliken_charge:R:1
C 5.6612 -1.1909 -3.9331 -0.729
C 6.2315 -0.6072 -2.6384 -0.195
N 7.6667 -0.2698 -2.6070 0.668
C 7.8866 0.8040 -3.5476 -1.072
C 8.1127 0.2583 -1.2441 -0.290
C 7.4643 1.5533 -0.8300 -1.205
C 8.5233 -1.4879 -2.9673 -0.903
C 8.2415 -2.7438 -2.2090 -0.498
O 8.5998 -2.5614 -0.8670 -0.289
C 8.5132 -3.7800 -0.1950 -0.788
H 5.7276 -0.5673 -4.8113 0.388
H 4.5876 -1.2857 -3.6753 -0.657
H 6.0525 -2.1879 -4.1106 0.648
H 5.9725 -1.1770 -1.7547 0.615
H 5.7448 0.3574 -2.5323 -0.620
H 7.7907 0.3901 -4.5542 0.443
H 8.8590 1.3274 -3.4515 0.331
H 7.0750 1.4865 -3.3958 0.441
H 9.1975 0.3086 -1.2867 0.554
H 7.7395 -0.4950 -0.5584 0.314
H 8.0561 2.4286 -1.0764 0.321
H 7.3770 1.5285 0.2532 0.468
H 6.4274 1.7491 -1.1401 0.110
H 9.5940 -1.2305 -2.9784 0.574
H 8.3009 -1.7291 -4.0180 0.406
H 8.9347 -3.4565 -2.6570 0.598
H 7.2283 -3.1074 -2.3324 0.162
H 7.5218 -4.2329 -0.1795 0.265
H 8.8447 -3.5553 0.8115 0.293
H 9.2436 -4.5343 -0.5318 0.331
C -6.3171 -4.2275 -2.9223 -1.383
C -5.0364 -4.3859 -2.1160 -0.585
N -4.3651 -3.1730 -1.7310 1.732
C -3.9457 -2.3594 -2.8816 -1.233
C -5.2741 -2.3319 -0.8552 -0.265
C -5.9601 -2.9473 0.3549 -1.510
C -3.1373 -3.5158 -0.9241 0.290
C -2.0256 -4.3802 -1.6157 -0.974
O -0.9674 -4.3780 -0.7149 -0.079
C 0.4013 -4.5318 -1.3037 -1.030
H -6.6303 -5.2557 -3.1583 0.457
H -6.1882 -3.7522 -3.8814 0.352
H -7.0616 -3.7215 -2.3003 0.280
H -4.3144 -4.9380 -2.6956 0.476
H -5.2246 -4.9272 -1.1845 0.474
H -3.5151 -1.4434 -2.5197 0.082
H -4.7688 -2.1069 -3.5549 0.553
H -3.1656 -2.8839 -3.3959 0.399
H -5.9881 -1.8862 -1.5434 0.923
H -4.6708 -1.4463 -0.5915 -0.380
H -6.3361 -3.9415 0.1188 0.355
H -6.7795 -2.2581 0.6039 0.456
H -5.3263 -2.9774 1.2590 0.296
H -3.4089 -4.0440 -0.0256 0.192
H -2.6487 -2.5537 -0.7493 -0.440
H -1.7748 -3.9613 -2.5939 0.349
H -2.3944 -5.3939 -1.7929 0.379
H 0.5333 -3.7413 -2.0341 0.226
H 0.6234 -5.5017 -1.7185 0.538
H 1.1645 -4.3146 -0.5584 0.213
C 0.8727 -2.0536 10.1837 -1.433
C 0.5673 -0.6580 9.7301 -0.597
N -0.4029 0.1353 10.5097 0.255
C -1.7729 -0.3745 10.3620 -0.931
C -0.0496 0.1223 11.9316 -0.612
C 1.3673 0.4726 12.4188 -1.226
C -0.3391 1.5781 10.0528 -0.789
C -0.6064 1.8374 8.5680 -0.593
O 0.5331 1.5905 7.7998 -0.348
C 0.1791 1.6385 6.4092 -0.090
H 1.3660 -2.0568 11.1532 0.357
H 1.4923 -2.4540 9.4005 0.413
H 0.1078 -2.8305 10.2887 0.332
H 0.2471 -0.6328 8.7040 0.474
H 1.4939 -0.0996 9.7049 0.572
H -1.9530 -0.6543 9.3319 0.361
H -2.4522 0.3945 10.7363 0.363
H -1.8152 -1.3234 10.8838 0.448
H -0.2670 -0.8917 12.2565 0.503
H -0.8574 0.6554 12.4451 0.531
H 1.5487 1.5195 12.1900 0.363
H 2.1337 -0.0286 11.8454 0.296
H 1.4751 0.3021 13.4892 0.411
H 0.6328 2.0264 10.2338 0.312
H -1.0719 2.1118 10.6386 0.515
H -0.8863 2.9140 8.5550 0.460
H -1.4931 1.3093 8.1778 0.341
H -0.7968 1.1665 6.3203 0.270
H 0.9574 1.1978 5.8180 -0.322
H 0.1996 2.6467 6.0236 0.422
C -7.7237 2.0294 -1.5223 -1.496
C -7.0034 2.8347 -0.4891 -0.047
N -6.9876 2.3639 0.9397 1.148
C -6.1902 1.1179 0.9679 -1.591
C -6.3102 3.3524 1.8099 -0.682
C -4.7926 3.5974 1.5183 -1.280
C -8.3494 2.0422 1.4678 -0.958
C -9.2192 3.1883 1.8421 -0.833
O -9.3961 3.9988 0.7162 -0.269
C -10.3691 4.9694 1.0246 -0.860
H -8.7848 1.9436 -1.3723 0.404
H -7.4844 0.9685 -1.6278 0.128
H -7.5932 2.5405 -2.4815 0.462
H -7.3594 3.8615 -0.4381 0.480
H -5.9538 2.8966 -0.7533 0.343
H -5.7361 0.9129 1.9228 0.502
H -5.3356 1.1660 0.2990 0.199
H -6.7589 0.2370 0.6717 0.490
H -6.4806 3.0684 2.8605 0.557
H -6.8386 4.2936 1.7487 0.430
H -4.6852 4.1758 0.6150 0.406
H -4.0847 2.7693 1.5366 0.069
H -4.4488 4.1718 2.3997 0.481
H -8.2689 1.3482 2.2994 0.439
H -8.7699 1.3538 0.7362 0.520
H -8.7779 3.7941 2.6339 0.391
H -10.1818 2.7848 2.1622 0.531
H -11.3870 4.6033 0.9724 0.330
H -10.3881 5.6704 0.1984 0.302
H -10.1438 5.5652 1.9170 0.348
C 0.1020 -1.1247 -0.1303 0.937
C 1.5138 -0.9455 0.3830 -0.572
N 2.2348 0.2921 0.0315 1.502
C 2.2103 0.5268 -1.4426 0.765
C 1.5193 1.4463 0.6517 0.376
C 1.9781 2.8111 0.3542 -1.006
C 3.6459 0.1778 0.4197 0.274
C 3.9017 -0.3687 1.7602 -1.270
O 3.3313 0.3845 2.7916 -0.202
C 3.6955 -0.0482 4.0787 -0.792
H -0.6490 -0.3946 0.1258 -0.406
H -0.2935 -2.0656 0.2603 -0.271
H 0.0391 -1.1094 -1.2035 -0.575
H 2.1560 -1.7555 0.0418 -0.010
H 1.6261 -1.0617 1.4653 0.517
H 1.2070 0.7320 -1.8156 -0.704
H 2.5267 -0.4455 -1.7885 -0.357
H 2.8225 1.3649 -1.7298 -0.008
H 1.6162 1.2860 1.7232 0.234
H 0.4877 1.3060 0.2778 -0.560
H 1.3398 3.4696 0.9394 0.728
H 1.9402 3.1209 -0.6733 -0.378
H 2.9661 3.0847 0.7339 0.454
H 3.9728 1.2029 0.2206 0.631
H 4.1422 -0.4647 -0.3164 -0.796
H 4.9875 -0.3134 1.8855 0.731
H 3.6513 -1.4207 1.8996 0.450
H 4.7665 0.0869 4.2155 0.331
H 3.4939 -1.1220 4.2066 0.370
H 3.0932 0.4704 4.8123 0.081
C -3.9586 -5.3281 4.1938 -1.314
C -2.6537 -4.8156 4.7176 -0.315
N -1.6090 -4.8367 3.6899 0.738
C -0.3436 -4.4631 4.3475 -1.074
C -1.3686 -6.1697 3.1089 -0.537
C -0.0953 -6.3479 2.2544 -1.157
C -1.9290 -3.8978 2.6287 -1.487
C -2.1254 -2.4668 3.0211 -0.002
O -0.9097 -1.8678 3.2191 -0.160
C -0.9129 -0.4495 3.1628 -0.140
H -4.6657 -5.2718 5.0107 0.470
H -3.9545 -6.4103 4.0291 0.369
H -4.3422 -4.9329 3.2596 0.222
H -2.3649 -5.4874 5.5361 0.559
H -2.7068 -3.8158 5.1251 0.416
H 0.0475 -5.3599 4.8166 0.462
H -0.5320 -3.7536 5.1467 0.437
H 0.2873 -3.9982 3.6007 0.328
H -2.2343 -6.3840 2.5171 0.434
H -1.3242 -6.8579 3.9510 0.488
H -0.2105 -5.9901 1.2339 0.098
H 0.0040 -7.4265 2.0716 0.488
H 0.8513 -6.0626 2.6854 0.392
H -2.7437 -4.2890 2.0492 0.125
H -1.2061 -3.9046 1.8261 0.544
H -2.7401 -2.3987 3.9100 0.520
H -2.6213 -2.0372 2.1572 0.093
H -1.6254 -0.0554 2.4297 0.025
H 0.0886 -0.0975 2.9194 -0.055
H -1.1960 0.0099 4.1177 0.014
C 2.1365 -3.2845 -5.3761 -1.081
C 2.0281 -1.9170 -6.0029 -0.516
N 0.7081 -1.2385 -5.8596 1.292
C 0.9373 0.0994 -6.3665 -0.904
C -0.3103 -1.9237 -6.6289 -0.347
C -0.2550 -1.9124 -8.1451 -1.565
C 0.3329 -1.2497 -4.3724 -0.668
C -0.6118 -0.2029 -3.8973 1.122
O -1.8553 -0.2631 -4.5376 -0.534
C -2.5697 0.9587 -4.3547 -0.442
H 3.1693 -3.5384 -5.5631 0.566
H 1.5362 -4.0678 -5.8481 0.339
H 1.9002 -3.2098 -4.3189 -0.044
H 2.3139 -2.0098 -7.0507 0.649
H 2.8122 -1.3612 -5.4946 0.208
H 1.7131 0.5707 -5.7930 -0.343
H 0.0351 0.6837 -6.4078 0.523
H 1.3274 0.0752 -7.3796 0.757
H -1.2610 -1.5094 -6.3121 0.187
H -0.3243 -2.9284 -6.2628 0.656
H -0.6647 -1.0182 -8.6103 0.398
H -0.8630 -2.7634 -8.4767 0.415
H 0.7144 -2.1199 -8.6012 0.313
H 1.2252 -1.0315 -3.7773 -0.341
H -0.0161 -2.2382 -4.0864 0.550
H -0.2562 0.8314 -3.9641 -0.103
H -0.7921 -0.4381 -2.8247 -0.480
H -3.0206 1.0017 -3.3445 -0.238
H -3.3776 0.9451 -5.0716 0.515
H -1.9795 1.8702 -4.4339 0.236
C 1.5874 8.0185 -5.0644 -1.338
C 1.2124 6.5932 -4.5965 -0.311
N 2.2089 5.8133 -3.8840 0.649
C 3.3244 5.5046 -4.7837 -1.118
C 2.6760 6.5424 -2.6782 -0.607
C 3.3428 5.7500 -1.5827 -1.347
C 1.5455 4.4298 -3.5911 0.747
C 0.2261 4.5380 -2.8778 -0.805
O 0.3192 5.1516 -1.6191 -0.371
C -0.9130 5.0063 -0.9351 -0.642
H 1.7362 8.6856 -4.2208 0.320
H 0.8136 8.4112 -5.7369 0.441
H 2.3964 7.9991 -5.7865 0.381
H 0.9581 5.9596 -5.4616 0.381
H 0.3391 6.5824 -3.9536 0.379
H 2.8757 5.0707 -5.6707 0.449
H 4.0049 4.7898 -4.3368 0.297
H 3.7451 6.4754 -5.0322 0.419
H 1.7800 7.0135 -2.3080 0.561
H 3.3451 7.2983 -3.0504 0.545
H 3.8348 6.4083 -0.8495 0.502
H 4.2086 5.1609 -1.8766 0.210
H 2.5867 5.1579 -1.0951 0.182
H 2.2796 3.8674 -3.0107 -0.501
H 1.3897 3.9637 -4.5758 -0.195
H -0.0147 3.4885 -2.6769 -0.160
H -0.5971 4.9107 -3.4732 1.117
H -0.9731 5.7274 -0.1225 0.439
H -0.9514 4.0865 -0.3986 -0.094
H -1.7110 5.2927 -1.6015 0.418
O 1.7374 3.1093 -6.4648 -0.518
C 2.1089 3.0251 -7.8662 0.752
O 1.2904 3.5884 -8.6904 -0.763
O 3.1490 2.3393 -7.8756 -0.711
H 2.4057 2.5035 -6.0902 -0.148
O 3.6674 -4.6354 -2.1018 -0.474
C 3.7912 -3.4815 -1.5141 -0.069
O 4.6996 -3.3468 -0.6973 -0.794
O 2.9496 -2.6079 -1.8218 0.288
H 4.3732 -5.2434 -1.8949 0.342
O 5.1471 2.6213 -4.6672 -0.655
C 4.2297 2.1867 -3.8253 0.580
O 3.2893 1.5343 -4.3224 -0.072
O 4.4008 2.4538 -2.6129 -0.785
H 4.8318 2.5844 -5.5829 0.391
B -2.5274 1.4564 -0.7249 -0.466
F -1.3138 1.5648 -1.4903 0.504
F -2.9391 0.0257 -0.8313 -0.293
F -2.1880 1.6463 0.6738 -0.296
F -3.6218 2.3198 -1.1946 -0.172
```

Computed properties:
Net charge: +4
E_LUMO, eV: -7.384
E, a.u.: -4790.830302
ΔE to the lowest compared entry with this formula, charge and spin, kJ/mol: 54.6
HOMO energy, eV: -12.4